No. 1
Molecular formula: C42H51AsCl2CsI2N2O2P2
Method: DFT, wB97M-V/def2-TZVPD

XYZ file:
```
105
Properties=species:S:1:pos:R:3:forces:R:3:mulliken_charge:R:1
Cs -0.725 -0.649 -0.124 0.3 0.6 0.2 0.797
N -0.329 -2.436 2.390 -0.1 0.0 0.0 -0.223
C -0.582 -1.616 3.565 0.0 0.0 0.0 0.111
C 0.706 -1.253 4.298 0.0 0.0 0.0 -1.127
C 1.731 -0.527 3.415 0.0 0.0 0.0 0.513
N 2.750 -1.437 2.882 0.0 0.0 0.0 -0.473
H -1.200 -2.649 1.907 0.0 -0.2 0.1 -0.046
H 0.132 -3.303 2.636 0.0 0.0 0.0 0.218
H -1.292 -2.067 4.274 0.0 0.0 0.0 0.409
H -1.046 -0.686 3.219 0.0 0.0 0.0 -0.253
H 1.171 -2.159 4.700 0.0 0.0 0.0 0.568
H 0.436 -0.628 5.155 0.0 0.0 0.0 0.209
H 2.172 0.308 3.973 0.0 0.0 0.0 0.279
H 1.213 -0.083 2.561 0.0 0.0 0.0 -0.174
H 3.509 -1.542 3.545 0.0 0.0 0.0 0.225
H 3.148 -1.054 2.031 0.0 0.0 0.0 0.157
I 2.697 -0.297 -1.105 0.1 0.0 0.1 0.325
C 3.131 2.006 -1.645 0.0 0.0 0.0 -1.047
I 1.373 3.166 -1.168 0.0 0.0 0.0 -0.092
H 3.289 2.179 -2.709 0.0 0.0 0.0 0.318
H 3.937 2.470 -1.075 0.0 0.0 0.0 0.350
C -1.790 1.863 -4.564 0.0 0.0 0.0 -1.368
P -1.585 0.566 -3.276 -0.1 0.0 -0.1 0.548
C -1.388 -0.924 -4.332 0.0 0.0 0.0 -1.152
C -3.359 0.299 -2.807 0.0 0.0 0.0 -0.173
C -4.007 1.478 -2.080 0.0 0.0 0.0 -1.509
P -3.209 2.011 -0.490 0.0 0.0 -0.1 0.701
C -4.132 3.588 -0.284 0.0 0.0 0.0 -1.298
C -4.139 0.981 0.721 0.0 0.0 0.0 -0.701
H -2.589 1.618 -5.270 0.0 0.0 0.0 0.369
H -0.852 1.970 -5.109 0.0 0.0 0.0 0.417
H -2.003 2.825 -4.096 0.0 0.0 0.0 0.354
H -2.141 -0.972 -5.124 0.0 0.0 0.0 0.349
H -1.481 -1.806 -3.694 0.0 0.0 0.0 0.185
H -0.394 -0.929 -4.781 0.0 0.0 0.0 0.404
H -3.382 -0.615 -2.203 0.0 0.0 0.1 -0.197
H -3.927 0.077 -3.718 0.0 0.0 0.0 0.565
H -5.065 1.272 -1.887 0.0 0.0 0.0 0.544
H -3.979 2.359 -2.730 0.0 0.0 0.0 0.475
H -5.203 3.450 -0.461 0.0 0.0 0.0 0.447
H -3.748 4.332 -0.983 0.0 0.0 0.0 0.373
H -3.985 3.973 0.724 0.0 0.0 0.0 0.269
H -5.220 1.100 0.602 0.0 0.0 0.0 0.478
H -3.863 1.299 1.730 0.0 0.0 0.0 -0.041
H -3.886 -0.078 0.624 0.0 0.0 0.0 0.192
C -2.843 6.454 2.052 0.0 0.0 0.0 -0.504
C -3.308 5.616 3.054 0.0 0.0 0.0 -0.622
C -2.710 4.380 3.268 0.0 0.0 0.0 -0.136
C -1.644 3.971 2.474 0.0 0.0 0.0 0.558
C -1.191 4.810 1.458 0.0 0.0 0.0 0.011
C -1.780 6.048 1.255 0.0 0.0 0.0 -0.662
As -0.740 2.243 2.681 0.0 0.0 0.0 -0.022
C -1.343 1.801 4.477 0.0 0.0 0.0 -0.034
C -2.525 1.167 4.827 0.0 0.0 0.0 -0.014
C -2.776 0.859 6.158 0.0 0.0 0.0 -0.709
C -1.835 1.175 7.131 0.0 0.0 0.0 -0.874
C -0.645 1.796 6.784 0.0 0.0 0.0 -0.397
C -0.390 2.111 5.454 0.0 0.0 0.0 0.808
C 0.845 2.729 4.934 0.0 0.0 0.0 0.361
C 1.950 3.099 5.693 0.0 0.0 0.0 -0.788
C 3.066 3.636 5.067 0.0 0.0 0.0 -0.764
C 3.088 3.800 3.688 0.0 0.0 0.0 -0.649
C 1.992 3.428 2.920 0.0 0.0 0.0 -0.699
C 0.873 2.905 3.547 0.0 0.0 0.0 0.500
H -3.309 7.417 1.888 0.0 0.0 0.0 0.344
H -4.137 5.925 3.679 0.0 0.0 0.0 0.387
H -3.071 3.743 4.067 0.0 0.0 0.0 0.322
H -0.370 4.497 0.822 0.0 0.0 0.0 -0.090
H -1.412 6.693 0.466 0.0 0.0 0.0 0.434
H -3.249 0.895 4.066 0.0 0.0 0.0 0.252
H -3.696 0.361 6.434 0.0 0.0 0.0 0.441
H -2.029 0.926 8.167 0.0 0.0 0.0 0.380
H 0.086 2.022 7.551 0.0 0.0 0.0 0.374
H 1.949 2.964 6.768 0.0 0.0 0.0 0.366
H 3.928 3.919 5.658 0.0 0.0 0.0 0.373
H 3.968 4.206 3.205 0.0 0.0 0.0 0.458
H 2.022 3.529 1.842 0.0 0.0 0.0 0.133
Cl -7.895 -5.868 -2.334 0.0 0.0 0.0 -0.248
C -6.462 -5.006 -1.827 0.0 0.0 0.0 0.532
C -6.407 -4.482 -0.546 0.0 0.0 0.0 -0.789
C -5.265 -3.800 -0.152 0.0 0.0 0.0 -0.106
C -4.193 -3.645 -1.023 0.0 0.0 0.0 0.099
C -4.275 -4.181 -2.302 0.0 0.0 0.0 -0.165
C -5.409 -4.865 -2.714 0.0 0.0 0.0 -0.762
C -2.947 -2.886 -0.585 -0.1 -0.1 0.0 0.190
O -2.022 -2.790 -1.423 -0.2 -0.2 -0.1 -0.790
O -2.960 -2.396 0.573 -0.1 -0.1 0.1 -0.858
H -7.245 -4.609 0.125 0.0 0.0 0.0 0.398
H -5.183 -3.376 0.840 0.0 0.0 0.0 0.460
H -3.429 -4.053 -2.964 0.0 0.0 0.0 0.434
H -5.480 -5.286 -3.708 0.0 0.0 0.0 0.401
Cl 6.418 -6.273 -2.262 0.0 0.0 0.0 -0.269
C 5.149 -5.184 -1.742 0.0 0.0 0.0 0.446
C 5.194 -4.635 -0.471 0.0 0.0 0.0 -0.801
C 4.183 -3.781 -0.065 0.0 0.0 0.0 -0.075
C 3.111 -3.451 -0.906 0.0 0.0 0.0 -0.219
C 2.079 -2.504 -0.487 0.0 0.0 0.0 -0.766
C 3.105 -4.026 -2.185 0.0 0.0 0.0 -0.345
C 4.107 -4.884 -2.604 0.0 0.0 0.0 -0.694
H 6.011 -4.882 0.194 0.0 0.0 0.0 0.391
H 4.210 -3.359 0.934 0.0 0.0 0.0 0.348
H 1.962 -2.455 0.594 0.0 0.0 0.0 0.176
H 1.117 -2.698 -0.964 0.1 -0.1 -0.1 0.419
H 2.290 -3.792 -2.861 0.0 0.0 0.0 0.396
H 4.083 -5.322 -3.593 0.0 0.0 0.0 0.385
```
Forces are in eV/Å.

**Energy above the lowest of the compared OMol25 structures with the same formula, charge and spin**: 3.02 kcal per mole
**Frontier orbital gap**: 5.57 eV
**LUMO level**: 1.858 eV
**Net charge**: -1


No. 2
Molecular formula: C4H11N4
Method: DFT, wB97M-V/def2-TZVPD

XYZ file:
```
19
Properties=species:S:1:pos:R:3:forces:R:3:nbo_charge:R:1
C 0.506 0.184 -0.369 1.7 -0.4 -2.3 0.582
C -1.231 -1.463 0.352 2.8 5.4 -1.9 -0.557
C 0.491 -0.555 2.030 2.2 -1.1 1.5 -0.616
C 0.273 -0.913 0.575 -1.8 -2.2 0.5 -0.290
N -1.196 2.749 -1.827 1.4 -3.8 2.3 -0.284
N -0.153 2.058 -1.601 -2.3 2.6 -0.2 0.010
N -0.436 1.022 -0.741 -3.2 -1.1 0.4 -0.428
N 1.622 0.211 -1.060 3.7 -1.3 -0.9 -0.711
H -1.918 -0.712 0.694 -0.5 0.0 1.0 0.204
H -1.326 -2.365 0.723 -0.7 -4.4 2.1 0.236
H -1.372 -1.436 -0.696 -0.3 -0.8 -1.3 0.202
H -0.311 0.018 2.505 0.4 0.2 -0.3 0.239
H 1.527 -0.090 2.077 -1.4 0.0 0.5 0.226
H 0.617 -1.512 2.675 -0.4 1.4 -1.3 0.253
H 0.985 -1.742 0.303 -0.7 0.9 0.2 0.244
H -0.935 3.609 -2.207 0.9 1.6 -1.7 0.358
H -1.434 0.640 -0.605 1.7 1.6 -0.2 0.435
H 2.446 -0.480 -0.915 -2.3 1.5 0.3 0.443
H 1.846 0.778 -1.911 -1.0 -0.2 1.4 0.453
```
Forces are in eV/Å.

**Energy above the lowest of the compared OMol25 structures with the same formula, charge and spin**: 75.01 kcal per mole
**Frontier orbital gap**: 10.20 eV
**LUMO level**: -4.605 eV
**Net charge**: +1


No. 3
Molecular formula: C27H22CoIN3O2
Method: DFT, wB97M-V/def2-TZVPD

XYZ file:
```
56
Properties=species:S:1:pos:R:3:forces:R:3:nbo_charge:R:1
Co 0.367 -0.745 0.352 0.9 -2.3 -0.9 1.268
C 1.241 3.395 1.290 0.1 -0.1 0.0 -0.645
C 2.242 2.706 0.417 0.2 0.9 0.1 0.169
N 3.133 3.436 -0.209 -0.8 0.2 0.6 -0.386
C 4.011 2.853 -1.027 0.6 -0.7 -0.5 -0.023
C 4.000 1.515 -1.332 0.2 0.0 -0.2 -0.053
C 5.097 0.944 -2.194 0.2 0.2 0.2 -0.090
O 4.664 0.301 -3.377 -0.2 -0.2 -0.3 -0.723
C 3.022 0.679 -0.719 -0.6 1.3 0.7 -0.176
C 2.851 -0.664 -1.072 -1.1 -1.7 0.6 0.157
N 2.003 -1.535 -0.483 1.4 2.1 -0.7 -0.653
C 2.106 -2.863 -0.798 0.3 -2.1 -0.7 0.194
C 3.212 -3.432 -1.481 -0.4 0.5 0.3 -0.243
C 3.261 -4.762 -1.822 -0.1 -0.3 -0.1 -0.194
C 2.221 -5.626 -1.502 0.0 0.2 0.0 -0.213
C 1.157 -5.133 -0.766 0.1 -0.1 0.0 -0.232
C 1.131 -3.801 -0.408 -0.5 0.8 0.4 -0.160
I -0.505 -3.144 0.834 0.4 -1.0 -0.3 0.212
C 2.181 1.295 0.274 0.2 -1.6 -0.3 0.389
O 1.373 0.596 0.996 1.7 2.9 1.1 -0.764
H 1.454 4.459 1.308 0.0 0.1 0.0 0.231
H 1.265 2.996 2.302 -0.1 0.0 0.1 0.227
H 0.240 3.226 0.892 -0.1 0.0 0.1 0.231
H 4.763 3.512 -1.443 0.1 -0.1 -0.1 0.190
H 5.627 0.172 -1.628 0.0 0.1 -0.1 0.185
H 5.814 1.744 -2.432 -0.1 -0.2 0.1 0.178
H 4.264 0.956 -3.960 0.0 0.0 0.1 0.473
H 3.404 -1.006 -1.937 0.3 -0.1 0.1 0.209
H 4.055 -2.809 -1.734 0.1 0.0 0.0 0.216
H 4.133 -5.133 -2.338 0.1 -0.1 -0.1 0.221
H 2.249 -6.660 -1.803 0.0 -0.1 0.0 0.223
H 0.354 -5.783 -0.453 0.0 -0.1 0.0 0.229
N -1.192 -0.028 0.255 -2.8 1.0 0.4 -0.799
C -2.318 0.351 0.669 0.6 -0.1 -0.7 0.172
C -3.397 0.660 -0.296 -0.4 0.0 -0.4 -0.006
C -4.251 1.745 -0.115 0.0 -0.1 -0.1 -0.231
C -5.247 2.007 -1.038 0.0 0.1 -0.1 -0.202
C -5.401 1.194 -2.149 -0.1 0.0 0.0 -0.219
C -4.550 0.117 -2.338 0.0 0.0 -0.1 -0.212
C -3.546 -0.144 -1.424 -0.1 0.1 0.1 -0.209
C -2.635 0.490 2.106 0.0 0.1 0.5 -0.023
C -3.937 0.307 2.570 0.2 0.0 0.0 -0.230
C -4.224 0.472 3.911 -0.1 0.0 0.2 -0.204
C -3.222 0.819 4.801 0.0 0.0 0.1 -0.218
C -1.917 0.962 4.353 0.0 0.0 0.1 -0.201
C -1.620 0.791 3.014 -0.1 0.0 -0.1 -0.220
H -4.130 2.385 0.747 0.0 0.0 0.1 0.219
H -5.905 2.851 -0.890 -0.1 0.1 0.0 0.209
H -6.193 1.390 -2.859 0.0 0.0 0.0 0.210
H -4.671 -0.518 -3.204 0.0 -0.1 0.0 0.210
H -2.882 -0.985 -1.564 0.1 0.0 0.0 0.220
H -4.717 0.032 1.876 -0.1 0.0 0.0 0.222
H -5.232 0.328 4.272 -0.1 0.0 0.0 0.210
H -3.456 0.973 5.845 0.0 0.0 0.1 0.210
H -1.138 1.207 5.059 0.1 0.1 0.0 0.210
H -0.608 0.909 2.653 0.1 0.0 -0.1 0.235
```
Forces are in eV/Å.

**2S+1**: 4
**Frontier orbital gap (spin up / spin down)**: 6.08 / 6.50 eV
**LUMO level (spin up / spin down)**: -1.115 / -1.157 eV
**Expectation value of S²**: 3.772
**Net charge**: 0


no.,maximum force (Eh/bohr),E_tot (eV)
1,0.01449,-172671.102
2,0.12459,-10277.937
3,0.06883,-82647.840